The following is a DFT calculation (the ωB97M-V functional and the def2-TZVPD basis) of 10 unconnected molecules or ions with the total composition C36H49BN9.

Cartesian coordinates (Å):
B -0.825 0.448 0.941
H -1.856 0.686 0.463
H -0.747 0.356 2.167
H -0.469 -0.605 0.523
H 0.122 1.326 0.541
N -1.496 -1.079 -1.916
C -2.017 -0.266 -2.985
C -2.075 -1.148 -4.182
C -1.678 -2.518 -3.831
C -1.205 -2.434 -2.394
H -1.191 -0.554 -1.151
H -2.451 0.758 -2.796
H -2.619 -0.927 -5.258
H -1.461 -3.472 -4.268
H -0.676 -2.967 -1.717
N 3.297 -1.421 -1.949
C 2.001 -1.711 -2.223
C 1.930 -2.593 -3.350
C 3.387 -2.680 -3.916
C 4.172 -1.852 -2.925
H 3.577 -0.908 -1.170
H 1.164 -1.288 -1.609
H 0.951 -2.955 -3.994
H 3.892 -3.292 -4.699
H 5.105 -1.548 -2.930
N -4.649 -3.866 2.576
C -4.517 -3.773 3.976
C -3.222 -3.111 4.249
C -2.709 -2.763 2.874
C -3.643 -3.317 1.839
H -5.323 -4.542 2.119
H -4.923 -4.159 4.740
H -2.906 -2.914 5.158
H -1.788 -2.113 2.773
H -3.544 -3.283 0.832
N -1.582 2.917 -1.758
C -2.937 3.087 -2.229
C -3.157 4.424 -2.862
C -1.761 5.045 -2.769
C -0.885 4.148 -2.019
H -1.189 2.311 -1.061
H -3.637 2.320 -2.233
H -4.071 4.750 -3.310
H -1.542 6.072 -3.121
H 0.148 4.361 -1.812
N -7.261 -0.889 -0.459
C -6.239 -0.870 0.322
C -4.984 -1.107 -0.665
C -5.558 -1.356 -1.992
C -7.063 -1.141 -1.831
H -8.040 -0.502 -0.137
H -6.336 -0.609 1.208
H -3.982 -1.143 -0.258
H -4.658 -1.564 -2.762
H -7.974 -1.154 -2.405
N 3.762 -1.232 1.284
C 4.971 -1.944 0.939
C 5.882 -1.089 0.119
C 5.007 0.182 0.047
C 3.772 0.006 0.745
H 2.902 -1.598 1.669
H 5.125 -2.886 1.096
H 6.778 -1.395 -0.035
H 5.291 1.139 -0.051
H 2.869 0.687 1.068
N 0.453 3.302 2.764
C 1.643 2.723 3.333
C 2.131 3.827 4.226
C 1.104 5.076 4.036
C 0.038 4.613 3.087
H 0.029 2.684 1.930
H 2.141 1.888 2.963
H 2.855 3.777 4.831
H 1.452 6.031 4.461
H -0.907 5.006 2.515
N 1.073 -2.116 2.387
C 1.192 -1.971 3.747
C 2.437 -2.955 4.021
C 2.672 -3.751 2.776
C 1.690 -3.149 1.793
H 0.453 -1.502 1.808
H 0.572 -1.323 4.288
H 2.840 -3.176 5.000
H 3.316 -4.629 2.717
H 1.415 -3.430 0.730
N 3.400 2.796 -2.379
C 2.687 2.775 -1.190
C 3.325 3.712 -0.246
C 4.469 4.415 -0.951
C 4.410 3.816 -2.355
H 3.216 2.061 -3.156
H 1.835 2.042 -1.434
H 2.933 3.898 0.821
H 4.924 5.211 -0.520
H 4.942 3.865 -3.235

Forces on atoms 1 to 6 (eV/Å):
B 2.4 1.0 0.6
H -1.2 0.5 -0.3
H -0.3 0.3 -0.2
H 0.5 -0.9 -0.4
H -1.1 -0.8 0.3
N -1.3 -1.2 -5.9

energy above the lowest of the compared OMol25 structures with the same formula, charge and spin	23.7	kcal/mol
net charge	-1
LUMO	0.09064	Eh
HOMO	-5.60	eV
HOMO-LUMO gap	8.064	eV

The following is a DFT calculation (the ωB97M-V functional and the def2-TZVPD basis) of a molecular structure, C29H31InN4O4.

Cartesian coordinates (Å):
In 0.215 0.019 0.274
C 0.922 -0.084 4.542
C 0.221 -0.421 3.256
O 0.295 0.491 2.351
C -0.485 -1.611 3.155
C -1.287 -2.022 2.057
C -2.158 -3.233 2.209
N -1.286 -1.367 0.922
N -2.177 -1.804 -0.066
C -1.994 -1.142 -1.166
O -1.111 -0.191 -1.361
C -2.883 -1.482 -2.312
C -3.416 -2.761 -2.430
C -4.260 -3.072 -3.486
C -4.584 -2.107 -4.430
C -4.052 -0.829 -4.319
C -3.198 -0.523 -3.269
H 1.853 0.434 4.316
H 0.297 0.597 5.124
H 1.123 -0.970 5.141
H -0.474 -2.263 4.016
H -2.052 -3.661 3.203
H -3.200 -2.971 2.027
H -1.895 -3.977 1.456
H -3.162 -3.504 -1.686
H -4.662 -4.073 -3.574
H -5.244 -2.351 -5.252
H -4.294 -0.075 -5.057
H -2.759 0.464 -3.198
C 4.589 3.267 0.169
C 4.785 2.194 1.031
C 4.013 1.049 0.919
C 3.035 0.947 -0.072
C 2.857 2.018 -0.943
C 3.617 3.172 -0.816
N 2.210 -0.201 -0.188
C 2.815 -1.465 -0.068
C 2.166 -2.533 0.550
C 2.741 -3.797 0.596
C 3.993 -4.022 0.049
C 4.659 -2.958 -0.552
C 4.081 -1.703 -0.618
H 5.188 4.163 0.264
H 5.538 2.253 1.807
H 4.161 0.220 1.601
H 2.114 1.932 -1.728
H 3.455 3.996 -1.500
H 1.204 -2.382 1.029
H 2.205 -4.604 1.082
H 4.447 -5.003 0.093
H 5.638 -3.112 -0.990
H 4.603 -0.888 -1.105
O -0.551 4.276 -0.394
C -0.829 3.001 -0.332
O -0.026 2.213 0.154
C -2.192 2.609 -0.866
N -2.905 3.830 -1.266
C -4.176 3.910 -0.509
C -3.882 3.114 0.754
C -3.053 1.945 0.222
H -2.000 1.918 -1.683
H -3.049 3.874 -2.265
H -1.376 4.666 -0.799
H -4.992 3.438 -1.065
H -4.446 4.947 -0.317
H -4.789 2.794 1.262
H -3.294 3.714 1.453
H -3.697 1.196 -0.243
H -2.455 1.444 0.982

Forces on atoms 1 to 6 (eV/Å):
In 0.0 0.2 0.2
C 0.0 0.0 0.1
C -0.1 0.1 -0.1
O 0.1 -0.2 0.1
C 0.1 0.0 0.0
C -0.1 0.1 0.1

net charge	0
LUMO	0.00841	Eh
HOMO	-7.09	eV
HOMO-LUMO gap	7.323	eV

The following is a DFT calculation (the ωB97M-V functional and the def2-TZVPD basis) of a molecular structure, C29H41F5P2Pd.

Cartesian coordinates (Å):
Pd -0.621 -0.681 1.431
C -2.013 -1.196 3.303
C -1.689 -2.388 2.578
C 0.289 -1.498 3.407
C -0.787 -0.611 3.792
C -0.263 -2.579 2.652
C -3.387 -0.683 3.533
H -3.973 -0.690 2.608
H -3.367 0.330 3.938
H -3.925 -1.312 4.258
C -0.652 0.638 4.531
H -1.484 1.325 4.351
H 0.474 1.338 4.278
H -0.583 0.453 5.608
C 1.727 -1.343 3.754
H 1.890 -1.499 4.832
H 2.085 -0.341 3.507
H 2.342 -2.075 3.216
C 0.500 -3.732 2.097
H 0.576 -4.549 2.828
H 1.522 -3.429 1.847
H 0.023 -4.138 1.201
C -2.637 -3.304 1.881
H -2.761 -4.240 2.451
H -2.267 -3.578 0.881
H -3.629 -2.849 1.780
C -1.095 1.319 0.577
C -2.289 0.594 0.554
C -2.801 -0.216 -0.588
C -1.699 -0.936 -1.435
C -0.553 -1.505 -0.661
C 0.636 -0.834 -0.338
C 0.968 0.567 -0.762
C -0.209 1.570 -0.621
H -3.418 0.412 -1.254
H -1.329 -0.272 -2.233
H -3.463 -0.997 -0.180
H -0.803 1.580 -1.548
H -0.980 2.021 1.410
H -3.019 0.843 1.325
H 0.212 2.582 -0.502
H 1.777 0.925 -0.105
H 1.479 -1.465 -0.040
H 1.368 0.567 -1.788
H -2.183 -1.778 -1.958
H -0.526 -2.594 -0.565
P -0.730 0.933 -4.256
C -0.861 2.761 -4.468
C -1.963 0.478 -5.558
P 1.570 -0.895 -4.977
C 0.795 0.765 -5.319
C 0.952 -1.781 -6.482
C 3.203 -0.475 -5.737
H 0.018 3.239 -4.018
H -1.768 3.104 -3.957
H -0.915 3.014 -5.536
H -1.828 1.110 -6.445
H -2.960 0.658 -5.137
H -1.879 -0.579 -5.838
H 3.087 -0.184 -6.789
H 3.840 -1.364 -5.675
H 3.667 0.343 -5.177
H 1.516 1.560 -5.054
H 0.530 0.861 -6.392
H 1.486 -2.739 -6.527
H 1.174 -1.209 -7.392
H -0.123 -1.980 -6.414
F 2.098 1.270 6.471
C 2.304 2.108 5.410
C 1.468 2.054 4.311
C 1.855 2.800 3.215
F 1.210 2.645 2.022
C 2.983 3.626 3.199
F 3.370 4.237 2.068
C 3.779 3.702 4.343
F 4.908 4.436 4.335
C 3.454 2.916 5.445
F 4.296 2.834 6.499

Forces on atoms 1 to 6 (eV/Å):
Pd -0.1 0.1 1.0
C 0.5 1.1 1.0
C 1.2 -0.7 -0.2
C -0.2 -0.7 -0.3
C -0.6 -0.7 -1.1
C -0.4 0.0 0.5

energy above the lowest of the compared OMol25 structures with the same formula, charge and spin	0.0	kcal/mol
net charge	+2
LUMO (alpha / beta)	-0.24801 / -0.41023	Eh
multiplicity	5
HOMO (alpha / beta)	-12.13 / -12.50	eV
HOMO-LUMO gap (alpha / beta)	5.383 / 1.336	eV

net charge of number 1 (C36H49BN9)? -1

Which of these has the highest net charge? C29H41F5P2Pd

What did the second record say?
The following is a DFT calculation (the ωB97M-V functional and the def2-TZVPD basis) of a molecular structure, C29H31InN4O4.

Cartesian coordinates (Å):
In 0.215 0.019 0.274
C 0.922 -0.084 4.542
C 0.221 -0.421 3.256
O 0.295 0.491 2.351
C -0.485 -1.611 3.155
C -1.287 -2.022 2.057
C -2.158 -3.233 2.209
N -1.286 -1.367 0.922
N -2.177 -1.804 -0.066
C -1.994 -1.142 -1.166
O -1.111 -0.191 -1.361
C -2.883 -1.482 -2.312
C -3.416 -2.761 -2.430
C -4.260 -3.072 -3.486
C -4.584 -2.107 -4.430
C -4.052 -0.829 -4.319
C -3.198 -0.523 -3.269
H 1.853 0.434 4.316
H 0.297 0.597 5.124
H 1.123 -0.970 5.141
H -0.474 -2.263 4.016
H -2.052 -3.661 3.203
H -3.200 -2.971 2.027
H -1.895 -3.977 1.456
H -3.162 -3.504 -1.686
H -4.662 -4.073 -3.574
H -5.244 -2.351 -5.252
H -4.294 -0.075 -5.057
H -2.759 0.464 -3.198
C 4.589 3.267 0.169
C 4.785 2.194 1.031
C 4.013 1.049 0.919
C 3.035 0.947 -0.072
C 2.857 2.018 -0.943
C 3.617 3.172 -0.816
N 2.210 -0.201 -0.188
C 2.815 -1.465 -0.068
C 2.166 -2.533 0.550
C 2.741 -3.797 0.596
C 3.993 -4.022 0.049
C 4.659 -2.958 -0.552
C 4.081 -1.703 -0.618
H 5.188 4.163 0.264
H 5.538 2.253 1.807
H 4.161 0.220 1.601
H 2.114 1.932 -1.728
H 3.455 3.996 -1.500
H 1.204 -2.382 1.029
H 2.205 -4.604 1.082
H 4.447 -5.003 0.093
H 5.638 -3.112 -0.990
H 4.603 -0.888 -1.105
O -0.551 4.276 -0.394
C -0.829 3.001 -0.332
O -0.026 2.213 0.154
C -2.192 2.609 -0.866
N -2.905 3.830 -1.266
C -4.176 3.910 -0.509
C -3.882 3.114 0.754
C -3.053 1.945 0.222
H -2.000 1.918 -1.683
H -3.049 3.874 -2.265
H -1.376 4.666 -0.799
H -4.992 3.438 -1.065
H -4.446 4.947 -0.317
H -4.789 2.794 1.262
H -3.294 3.714 1.453
H -3.697 1.196 -0.243
H -2.455 1.444 0.982

Forces on atoms 1 to 6 (eV/Å):
In 0.0 0.2 0.2
C 0.0 0.0 0.1
C -0.1 0.1 -0.1
O 0.1 -0.2 0.1
C 0.1 0.0 0.0
C -0.1 0.1 0.1

net charge	0
LUMO	0.00841	Eh
HOMO	-7.09	eV
HOMO-LUMO gap	7.323	eV

The lowest net charge belongs to which entry? C36H49BN9